1.
{
  "formula": "C42H33BrF4N6O4PY",
  "method": "ωB97M-V with the def2-TZVPD basis set",
  "charge": 2,
  "homo_lumo_gap_ev": 6.02,
  "elements": ["Y", "C", "C", "C", "C", "C", "C", "C", "N", "N", "C", "C", "C", "C", "C", "C", "N", "C", "C", "C", "C", "C", "C", "N", "H", "H", "H", "H", "H", "H", "H", "H", "H", "H", "H", "H", "H", "H", "H", "H", "H", "H", "H", "H", "O", "C", "O", "C", "C", "N", "N", "C", "C", "O", "O", "H", "H", "H", "F", "C", "C", "F", "C", "F", "C", "P", "C", "C", "C", "C", "C", "C", "C", "C", "C", "C", "C", "C", "C", "Br", "C", "F", "H", "H", "H", "H", "H", "H", "H", "H", "H", "H"],
  "coordinates": [[-0.6402, 0.6372, -0.8954], [-1.5647, 3.1689, 1.1741], [-0.3692, 2.7863, 2.0751], [0.9694, 3.0126, 1.4388], [1.6731, 4.1966, 1.6337], [2.9290, 4.3310, 1.0712], [3.4584, 3.2777, 0.3358], [2.6649, 2.1602, 0.1605], [1.4597, 2.0208, 0.6930], [-2.3152, 1.9951, 0.6724], [-2.8886, 1.2229, 1.7954], [-2.8426, -0.2700, 1.5789], [-3.7611, -1.0995, 2.2161], [-3.6674, -2.4705, 2.0517], [-2.6410, -2.9758, 1.2647], [-1.7692, -2.0847, 0.6688], [-1.8658, -0.7559, 0.8056], [-3.4446, 2.4647, -0.1626], [-3.1218, 2.7650, -1.6055], [-3.6474, 3.8869, -2.2328], [-3.4814, 4.0369, -3.6008], [-2.7901, 3.0554, -4.2927], [-2.2634, 1.9895, -3.5838], [-2.4209, 1.8343, -2.2646], [-1.2156, 3.7365, 0.3033], [-2.2408, 3.8203, 1.7440], [-0.4146, 1.7293, 2.3455], [-0.4135, 3.3745, 2.9911], [1.2429, 4.9866, 2.2280], [3.5020, 5.2348, 1.1983], [4.4382, 3.3592, -0.1025], [2.3465, 0.9112, -1.4825], [-3.9206, 1.5322, 1.9928], [-2.3365, 1.4310, 2.7154], [-4.5350, -0.6740, 2.8340], [-4.3730, -3.1311, 2.5298], [-2.5164, -4.0359, 1.1184], [-0.9503, -2.4506, 0.0592], [-3.9163, 3.3478, 0.2868], [-4.1926, 1.6639, -0.1910], [-4.1821, 4.6290, -1.6621], [-3.8822, 4.9002, -4.1102], [-2.6471, 3.1285, -5.3582], [-1.6814, 1.2299, -4.0946], [-0.7055, -3.5287, -5.4155], [-1.8845, -3.5659, -4.8545], [-2.7429, -4.3563, -5.1439], [-2.1883, -2.5620, -3.7758], [-3.4504, -2.4341, -3.2184], [-3.3729, -1.5009, -2.2630], [-2.1341, -1.0070, -2.1453], [-1.3948, -1.6354, -3.0655], [0.0691, -1.2900, -3.1753], [0.7493, -1.7793, -4.0600], [0.5037, -0.4986, -2.2598], [-0.0629, -2.8637, -5.0443], [-4.3511, -2.9586, -3.4698], [-4.1321, -1.1601, -1.6896], [6.7317, 0.8512, -1.6572], [5.5869, 0.5581, -1.0687], [5.5503, -0.4486, -0.0811], [6.6613, -1.0332, 0.2893], [4.3274, -0.8248, 0.5125], [4.3827, -1.7868, 1.4250], [3.1334, -0.2132, 0.2009], [1.4663, -0.7833, 0.7612], [1.5408, -0.5672, 2.5765], [2.3907, 0.3304, 3.2127], [2.3461, 0.4610, 4.5914], [1.4498, -0.2834, 5.3392], [0.5820, -1.1581, 4.7054], [0.6254, -1.3010, 3.3305], [1.7842, -2.5914, 0.5987], [1.5536, -3.1266, -0.6693], [1.7571, -4.4702, -0.9145], [2.2330, -5.2841, 0.1014], [2.4708, -4.7561, 1.3615], [2.2331, -3.4194, 1.6248], [3.1493, 0.9586, -0.7008], [0.6051, 2.7013, -2.1844], [4.4232, 1.2244, -1.3814], [4.4176, 2.1650, -2.2984], [3.0957, 0.9164, 2.6400], [3.0186, 1.1441, 5.0859], [1.4355, -0.1993, 6.4150], [-0.1197, -1.7369, 5.2853], [-0.0307, -2.0094, 2.8395], [1.2271, -2.4798, -1.4684], [1.5707, -4.8727, -1.8990], [2.4409, -6.3231, -0.0945], [2.8657, -5.3844, 2.1439], [2.4248, -3.0275, 2.6106]],
  "atomic_forces_ev_per_a": [[-1.0, 0.8, 0.4], [0.1, 0.2, 0.1], [0.0, 0.1, -0.2], [0.2, 0.1, 0.1], [0.1, -0.1, -0.1], [-0.1, -0.1, 0.0], [-0.3, -0.1, 0.1], [0.5, 0.3, 0.0], [-0.2, 0.0, 0.0], [0.0, 0.0, 0.0], [0.1, -0.1, 0.2], [-0.2, 0.0, 0.0], [0.1, 0.0, -0.1], [0.2, 0.2, -0.1], [0.1, 0.1, 0.0], [0.0, -0.3, 0.1], [-0.1, 0.1, 0.1], [-0.1, 0.0, -0.3], [-0.1, 0.2, 0.0], [0.1, -0.2, 0.1], [0.1, -0.2, 0.1], [-0.1, 0.0, 0.1], [0.0, -0.1, -0.1], [-0.1, 0.3, 0.2], [-0.1, 0.0, 0.1], [0.0, -0.1, -0.1], [0.0, 0.0, 0.1], [0.0, -0.1, 0.1], [0.0, 0.1, 0.1], [0.1, 0.1, 0.1], [0.1, 0.0, 0.0], [0.3, -0.1, 0.0], [0.1, 0.0, 0.0], [0.0, 0.0, -0.1], [-0.1, 0.1, 0.1], [-0.1, -0.1, 0.1], [0.0, -0.1, 0.0], [-0.1, 0.0, -0.1], [0.0, -0.2, 0.1], [0.0, 0.1, 0.1], [-0.1, 0.1, 0.1], [0.0, 0.0, 0.0], [0.1, -0.1, -0.1], [0.0, 0.0, 0.0], [0.8, -0.1, -0.4], [-0.6, 0.2, 0.5], [0.1, 0.0, -0.1], [0.1, 0.1, 0.1], [0.5, -0.2, -0.3], [0.2, 0.1, 0.1], [0.7, 0.1, 0.1], [-0.5, -0.2, 0.0], [-0.3, -0.5, -0.5], [0.0, 0.1, 0.1], [0.3, -0.3, -0.2], [-0.6, -0.2, 0.1], [-0.2, -0.1, 0.0], [0.2, 0.0, 0.0], [-0.3, -0.1, 0.1], [0.1, 0.2, -0.2], [0.5, 0.2, -0.1], [-1.0, 0.5, -0.4], [-1.1, 0.0, 0.5], [0.3, 0.3, -0.2], [0.9, -0.2, 0.0], [0.5, -1.1, 0.7], [-0.2, 0.3, -0.3], [-0.1, -0.2, 0.0], [0.1, 0.1, 0.0], [0.0, 0.0, 0.0], [0.0, 0.0, 0.0], [0.0, 0.1, -0.1], [-0.3, 0.3, -0.2], [-0.1, 0.1, 0.1], [0.1, -0.2, 0.0], [0.0, 0.0, -0.1], [0.0, 0.0, 0.1], [-0.1, 0.0, -0.2], [-0.1, 0.0, -0.3], [0.1, 0.4, -0.1], [0.0, 0.2, -0.2], [0.2, -0.6, 0.6], [0.1, 0.1, 0.0], [0.1, 0.1, 0.0], [0.0, 0.1, 0.1], [-0.1, -0.1, 0.1], [-0.1, 0.0, 0.0], [0.0, 0.0, 0.0], [0.0, 0.0, -0.1], [0.0, -0.2, 0.0], [0.0, -0.1, 0.1], [0.0, 0.0, 0.1]]
}

=====

2.
{
  "formula": "C42H33Cl2F3N2P2STc",
  "method": "ωB97M-V with the def2-TZVPD basis set",
  "charge": 2,
  "multiplicity": 4,
  "homo_lumo_gap_ev": [6.11, 5.34],
  "s2": 3.7757,
  "elements": ["Tc", "C", "P", "C", "C", "C", "C", "C", "C", "C", "C", "C", "C", "C", "C", "C", "C", "C", "C", "C", "P", "C", "C", "C", "C", "C", "C", "C", "C", "C", "C", "C", "C", "N", "H", "H", "H", "H", "H", "H", "H", "H", "H", "H", "H", "H", "H", "H", "H", "H", "H", "H", "H", "H", "H", "H", "H", "H", "H", "H", "Cl", "C", "C", "C", "C", "C", "Cl", "C", "S", "H", "H", "H", "F", "C", "F", "F", "C", "C", "C", "N", "C", "C", "H", "H", "H", "H"],
  "coordinates": [[-0.0592, 0.2925, -0.4656], [2.5470, -0.9644, -2.1387], [0.9782, -1.6811, -1.4425], [1.5469, -3.0115, -0.3672], [2.1912, -4.1270, -0.9066], [2.6457, -5.1321, -0.0708], [2.4609, -5.0339, 1.3053], [1.8295, -3.9253, 1.8490], [1.3724, -2.9145, 1.0122], [0.1323, -2.4730, -2.8350], [0.0094, -1.7868, -4.0447], [-0.7304, -2.3282, -5.0847], [-1.3708, -3.5506, -4.9179], [-1.2679, -4.2284, -3.7119], [-0.5194, -3.6936, -2.6700], [2.7573, 0.4011, -1.6074], [3.9889, 1.1152, -1.4186], [3.6524, 2.3411, -0.9462], [2.2165, 2.3794, -0.8628], [1.3831, 3.5214, -0.4857], [0.3893, 3.3410, 1.1091], [-0.8330, 1.9479, 0.7684], [-3.4775, 1.5788, -0.3457], [-4.1419, 0.9786, 0.6357], [-3.9268, 1.3188, 2.0406], [-2.7627, 1.6261, 2.6166], [-1.3290, 1.3887, 2.1541], [1.6257, 2.5068, 2.1633], [2.1759, 1.2390, 1.9408], [3.1417, 0.7202, 2.7866], [3.5838, 1.4706, 3.8715], [3.0576, 2.7316, 4.1035], [2.0819, 3.2465, 3.2547], [1.6937, 1.1692, -1.2359], [2.4526, -0.9249, -3.2283], [3.3978, -1.6034, -1.9127], [2.3322, -4.2146, -1.9793], [3.1426, -5.9976, -0.4903], [2.8100, -5.8284, 1.9535], [1.6849, -3.8507, 2.9195], [0.8711, -2.0528, 1.4360], [0.5032, -0.8302, -4.1891], [-0.8041, -1.8014, -6.0277], [-1.9450, -3.9756, -5.7318], [-1.7640, -5.1821, -3.5815], [-0.4356, -4.2377, -1.7362], [4.9775, 0.7415, -1.6503], [4.3150, 3.1589, -0.6990], [0.6671, 3.7713, -1.2703], [2.0115, 4.3935, -0.3137], [-3.6697, 1.4440, -1.4025], [-4.9341, 0.2797, 0.3825], [-4.8254, 1.3851, 2.6471], [-2.8298, 1.9562, 3.6490], [-0.7143, 1.8264, 2.9388], [1.8667, 0.6405, 1.0863], [3.5601, -0.2632, 2.6003], [4.3414, 1.0675, 4.5323], [3.3970, 3.3157, 4.9497], [1.6641, 4.2284, 3.4439], [-1.2076, 0.9984, -2.4344], [-1.4596, 2.7332, -2.5358], [-1.1844, 3.2952, -3.7600], [-1.2994, 4.6696, -3.9067], [-1.6634, 5.4664, -2.8372], [-1.9481, 4.8892, -1.6079], [-2.3994, 5.9297, -0.3154], [-1.8627, 3.4994, -1.4424], [-2.3274, 2.8285, 0.1264], [-0.8808, 2.6692, -4.5899], [-1.0947, 5.1211, -4.8683], [-1.7361, 6.5403, -2.9439], [-2.2382, -3.7208, 4.6100], [-3.0650, -2.7961, 4.0965], [-4.1504, -3.4375, 3.6400], [-3.4456, -1.9920, 5.0955], [-2.3910, -2.0294, 2.9857], [-2.4579, -2.5492, 1.6250], [-1.8615, -1.8776, 0.6370], [-1.1539, -0.6929, 0.8284], [-0.9978, -0.1492, 2.1963], [-1.7326, -0.9101, 3.2564], [-2.9966, -3.4622, 1.4100], [-1.9318, -2.2305, -0.3868], [0.0559, -0.1857, 2.4751], [-1.6855, -0.5172, 4.2668]],
  "atomic_forces_ev_per_a": [[-1.2, 0.0, 1.1], [-0.1, 0.0, 0.0], [0.2, -0.2, -0.4], [-0.1, 0.0, 0.2], [0.1, 0.0, 0.0], [0.0, 0.0, 0.0], [0.0, 0.0, 0.0], [0.0, 0.0, 0.0], [0.0, 0.0, 0.0], [0.0, 0.0, 0.0], [0.0, 0.0, -0.1], [0.0, 0.0, 0.0], [0.0, 0.0, 0.0], [0.0, 0.0, 0.0], [-0.1, 0.0, 0.0], [0.1, 0.0, 0.0], [-0.1, -0.3, -0.2], [-0.2, 0.3, 0.1], [0.1, 0.0, -0.2], [-0.1, -0.1, 0.2], [0.0, 0.0, 0.0], [0.0, -0.1, -0.1], [0.0, 0.1, -0.1], [-0.1, -0.1, 0.3], [-0.2, 0.0, -0.2], [0.2, 0.0, 0.0], [-0.2, -0.1, -0.1], [0.0, 0.0, 0.1], [0.0, 0.0, 0.1], [0.0, 0.0, 0.0], [0.0, 0.0, 0.0], [0.0, 0.0, 0.0], [0.0, -0.1, 0.0], [0.8, 0.2, 0.0], [0.0, 0.0, 0.0], [0.1, -0.1, 0.0], [0.0, 0.0, 0.0], [0.0, 0.0, 0.0], [0.0, 0.0, 0.0], [0.0, 0.0, 0.0], [0.0, 0.0, 0.0], [0.0, 0.0, 0.0], [0.0, 0.0, 0.0], [0.0, 0.0, 0.0], [0.0, 0.0, 0.0], [0.0, 0.0, 0.0], [-0.1, 0.0, 0.0], [-0.1, 0.0, 0.0], [0.0, 0.0, -0.1], [0.0, 0.1, 0.0], [0.1, 0.0, 0.1], [0.0, 0.1, 0.0], [0.0, 0.0, 0.0], [0.0, 0.0, 0.0], [0.1, 0.1, 0.0], [0.0, -0.1, 0.1], [-0.1, 0.1, 0.0], [0.0, 0.0, 0.0], [0.0, 0.0, 0.0], [0.0, 0.0, 0.0], [-0.1, -0.1, -0.3], [0.1, 0.1, 0.1], [0.1, -0.1, -0.2], [0.0, 0.1, 0.0], [0.0, 0.0, -0.1], [0.0, -0.1, 0.0], [0.0, -0.1, 0.0], [-0.1, 0.0, 0.1], [0.1, 0.0, 0.0], [0.0, 0.0, 0.0], [0.0, 0.0, 0.0], [0.0, 0.0, 0.0], [0.0, 0.0, 0.0], [0.0, -0.1, -0.1], [0.0, 0.0, 0.0], [0.0, 0.0, 0.0], [-0.1, -0.1, 0.0], [0.0, -0.1, 0.2], [0.1, 0.1, -0.1], [0.7, 0.3, -0.3], [-0.3, 0.1, -0.1], [0.0, 0.2, 0.0], [0.0, 0.1, 0.0], [0.1, 0.1, 0.0], [0.2, 0.0, 0.0], [0.0, 0.0, -0.1]]
}